A molecular structure, C25H33CoN12O10P2S2 at a distorted geometry, computed with wB97M-V/def2-TZVPD.

XYZ file:
```
85
Properties=species:S:1:pos:R:3:forces:R:3:lowdin_spin:R:1
Co -0.7504 0.3132 0.1385 -1.2 0.8 0.8 0.955
O 1.0461 -0.2286 0.8812 0.1 -0.5 -0.7 0.014
S 2.2533 -0.2165 1.7351 0.9 0.6 -0.1 0.006
C 3.4760 -1.4966 1.1075 -0.4 0.0 0.2 0.000
C 3.0345 -2.2561 -0.1424 0.1 0.3 -0.2 0.000
C 4.1466 -2.3063 -1.2110 -0.3 -0.1 0.0 0.000
C 4.4914 -1.0153 -1.9477 -0.3 0.0 0.0 0.000
S 3.2522 -0.3369 -3.1254 0.4 -0.4 0.1 0.000
O 2.0209 -0.1081 -2.3489 -0.5 0.2 0.3 0.000
C 2.9630 -1.8390 -4.0834 0.0 0.1 0.1 0.000
C 1.8552 -2.6107 -3.7705 -0.1 0.1 0.1 0.000
C 1.5813 -3.7444 -4.5214 0.0 0.0 0.0 0.000
C 2.4167 -4.0976 -5.5734 0.0 0.0 0.0 0.000
C 3.5189 -3.3114 -5.8864 0.0 0.0 0.0 0.000
C 3.7915 -2.1709 -5.1445 0.1 0.0 0.0 0.000
C 3.1763 1.2232 1.1020 -0.2 -0.1 -0.1 0.001
C 2.6045 2.0059 0.1115 -0.1 -0.1 0.0 0.000
C 3.3097 3.0874 -0.4020 0.0 0.0 0.0 0.000
C 4.5713 3.3892 0.0909 0.0 0.0 0.0 0.000
C 5.1239 2.6257 1.1139 0.0 0.0 0.0 0.000
C 4.4231 1.5437 1.6249 0.0 -0.1 0.1 0.000
H 3.5679 -2.1497 1.9722 0.1 -0.1 -0.1 0.000
H 4.4227 -0.9884 0.9355 0.0 0.2 0.1 0.000
H 2.1269 -1.7938 -0.5339 0.0 0.0 -0.1 0.000
H 2.7768 -3.2834 0.1190 0.0 0.1 0.1 0.000
H 3.8810 -3.0669 -1.9468 0.1 -0.1 0.0 0.000
H 5.0675 -2.6463 -0.7250 0.0 -0.1 0.0 0.000
H 5.3961 -1.1402 -2.5485 0.1 0.0 0.1 0.000
H 4.6416 -0.1869 -1.2477 0.1 0.1 -0.1 0.000
H 1.2120 -2.3040 -2.9524 0.0 0.0 -0.1 0.000
H 0.7026 -4.3336 -4.2913 0.0 0.0 0.0 0.000
H 2.2052 -4.9839 -6.1588 0.0 0.0 0.0 0.000
H 4.1566 -3.5823 -6.7187 0.0 0.0 0.0 0.000
H 4.6371 -1.5393 -5.3960 0.0 0.0 0.0 0.000
H 1.6188 1.7594 -0.2591 0.1 0.0 -0.1 0.000
H 2.8649 3.6846 -1.1885 0.0 0.0 0.0 0.000
H 5.1284 4.2243 -0.3162 0.0 0.0 0.0 0.000
H 6.1005 2.8729 1.5113 0.0 0.0 0.0 0.000
H 4.8443 0.9454 2.4274 0.0 0.0 0.0 0.000
C -3.5939 1.9006 3.4151 0.1 0.1 0.0 0.000
C -3.3808 2.6749 2.1253 0.3 -0.2 -0.6 0.000
O -4.0580 3.9189 2.1671 0.0 0.0 0.1 0.000
P -1.5801 2.9811 1.8711 0.2 0.4 0.6 0.000
O -1.2340 3.7688 3.2326 0.1 -0.1 -0.2 0.000
O -1.3986 4.0664 0.7736 0.1 -0.1 -0.6 0.000
O -0.6911 1.7860 1.7328 0.1 -0.5 -0.8 -0.005
P -3.9176 1.7284 0.6296 -0.4 -0.1 0.2 0.003
O -5.2313 0.9358 1.2118 0.2 0.0 -0.3 0.002
O -4.3318 2.6744 -0.4319 0.1 0.1 0.1 0.000
O -2.8570 0.6869 0.3784 0.1 0.5 -0.4 0.019
H -3.2861 2.5108 4.2648 0.0 0.0 0.0 0.000
H -2.9971 0.9873 3.3996 0.0 0.0 0.0 0.000
H -4.6459 1.6383 3.5095 0.0 0.0 0.0 0.000
H -4.2264 4.1666 1.2429 0.0 0.0 0.0 0.000
H -0.3164 4.0728 3.2011 -0.1 0.0 0.1 0.000
H -1.0022 3.7402 -0.1409 -0.1 -0.1 0.4 0.000
H -5.8109 0.7772 0.4531 -0.1 0.1 0.2 0.000
N -1.6359 0.1239 -3.0720 -0.2 0.0 -0.1 0.000
C -1.2271 1.3556 -2.6367 0.2 0.3 -0.1 0.001
N -1.0998 2.4078 -3.4458 -0.1 -0.2 -0.1 0.001
N -0.6861 3.3930 -2.6593 0.0 -0.1 0.2 0.000
N -0.5463 2.9523 -1.4500 0.0 0.5 0.4 0.001
N -0.8902 1.6560 -1.3928 0.3 -0.7 -0.1 0.016
C -1.8802 -0.9494 -2.2511 0.2 -0.4 0.0 -0.001
N -2.5842 -2.0011 -2.6303 0.0 0.0 -0.1 -0.001
N -2.5039 -2.8533 -1.5895 0.1 0.1 0.1 -0.002
N -1.7970 -2.3451 -0.6406 0.1 -0.3 -0.4 -0.002
N -1.3692 -1.1285 -1.0335 0.6 0.7 0.0 -0.016
H -2.0964 0.1020 -3.9658 0.0 0.0 0.0 0.000
C 0.7721 -5.0138 3.1463 0.0 0.0 0.0 0.000
N -0.2908 -4.0624 2.8697 0.2 0.2 0.0 0.000
C -1.5834 -4.4591 2.9206 -0.2 0.1 0.0 0.000
C -2.5869 -3.6249 2.5950 0.0 -0.2 0.0 0.000
C -2.2136 -2.3318 2.0983 -0.4 0.1 0.2 0.000
N -0.9572 -1.9118 2.1264 0.0 0.3 0.0 0.006
C 0.0322 -2.7091 2.5544 0.2 -0.4 0.0 0.001
O 1.2164 -2.3733 2.6847 -0.3 -0.3 0.0 0.000
N -3.1531 -1.4993 1.6457 0.2 -1.0 0.7 0.000
H 0.5265 -5.6139 4.0228 0.0 0.0 0.0 0.000
H 1.6808 -4.4537 3.3320 0.0 0.0 0.0 0.000
H 0.9288 -5.6768 2.2926 0.0 0.0 0.0 0.000
H -1.7570 -5.4793 3.2383 0.0 0.0 0.0 0.000
H -3.6213 -3.9285 2.6530 0.0 0.0 0.0 0.000
H -4.0791 -1.8512 1.4823 0.0 -0.1 0.0 0.000
H -2.8695 -0.7190 1.0547 -0.3 0.3 0.2 0.000
```
Positions in Å, forces in eV/Å.

The relative energy (zero: lowest compared OMol25 entry of this formula, charge and spin) is 28.06 kcal/mol. The calculation puts the LUMO energy (spin up / spin down) at 2.07 / 2.07 eV. The spin multiplicity is 2. The value obtained for the gap between HOMO and LUMO (spin up / spin down) is 7.18 / 7.16 eV. The calculation puts the total energy at -142699.3578 eV. The charge is -1.